Below is a cluster of 8 separate species, C14H10BrCl28F4OS in total, with properties calculated with wB97M-V/def2-TZVPD.

XYZ file:
```
59
Properties=species:S:1:pos:R:3:forces:R:3:nbo_charge:R:1
C -0.434 0.343 1.192 0.8 0.2 0.1 -0.656
C -0.093 1.432 0.068 -0.2 -0.9 -0.1 -0.467
C -1.368 2.109 -0.639 0.9 1.3 0.2 -0.408
Br -1.318 2.064 -2.626 -0.2 -0.1 1.3 0.116
S -2.944 1.403 0.088 0.1 -0.4 -0.6 0.728
C -3.548 -0.044 -0.959 -0.7 -0.8 0.1 -0.614
C -4.095 -1.123 0.126 1.7 -1.8 2.4 0.384
O -3.322 -1.778 0.863 -2.4 2.7 -3.0 -0.455
C -4.281 2.737 0.091 -2.3 1.8 -1.2 0.547
F -5.439 2.303 -0.631 3.0 1.0 1.5 -0.308
F -3.798 3.956 -0.463 -1.1 -3.3 1.2 -0.298
C -4.670 2.931 1.657 0.6 -0.2 0.1 0.513
F -5.493 4.045 1.876 1.6 -2.9 -0.7 -0.288
F -5.250 1.695 2.065 0.6 2.6 -0.9 -0.329
H -1.027 0.746 2.081 0.7 -0.5 -1.3 0.226
H 0.579 0.006 1.630 -1.6 0.3 -0.8 0.261
H -0.971 -0.548 0.726 0.7 1.0 0.8 0.227
H 0.525 2.267 0.533 -0.8 -1.0 -0.8 0.245
H 0.475 0.877 -0.763 -0.7 1.2 1.4 0.265
H -1.355 3.220 -0.346 -0.6 -1.7 -0.5 0.299
H -4.380 0.254 -1.679 1.3 -0.1 1.0 0.295
H -2.647 -0.471 -1.518 -1.1 0.8 0.9 0.306
H -5.229 -1.280 0.284 1.5 0.5 -0.7 0.185
H -3.660 3.009 2.209 -1.8 0.3 -0.5 0.182
C 2.085 -0.386 -3.355 0.0 0.0 -0.2 -0.214
Cl 0.976 0.006 -4.686 0.0 -0.5 0.5 0.068
Cl 1.166 -1.102 -2.011 0.1 -0.1 -0.2 0.043
Cl 3.299 -1.547 -3.926 -0.2 0.4 0.0 0.079
Cl 2.896 1.094 -2.799 -0.2 -0.2 0.0 0.059
C 3.659 -3.650 0.641 0.3 -0.2 0.0 -0.211
Cl 3.827 -3.202 -1.071 0.0 0.0 0.7 0.052
Cl 2.446 -2.612 1.425 0.1 0.0 -0.2 0.024
Cl 3.142 -5.345 0.756 0.0 0.3 0.0 0.065
Cl 5.222 -3.451 1.460 -0.3 0.0 -0.1 0.068
C -2.209 6.151 2.160 -0.2 0.5 0.1 -0.219
Cl -3.303 6.499 0.804 0.3 0.1 0.4 0.069
Cl -3.135 5.470 3.514 0.2 0.1 -0.2 0.060
Cl -0.974 4.978 1.640 0.0 0.0 0.1 0.015
Cl -1.416 7.649 2.681 -0.2 -0.4 -0.1 0.094
C 2.749 -6.542 -3.800 0.1 -0.2 -0.1 -0.214
Cl 3.048 -4.790 -3.784 -0.2 -0.4 -0.2 0.036
Cl 1.028 -6.850 -3.486 0.3 0.1 0.0 0.052
Cl 3.189 -7.203 -5.388 -0.1 0.1 0.3 0.064
Cl 3.729 -7.321 -2.541 -0.2 0.2 -0.2 0.059
C 2.334 2.909 -7.746 0.2 0.1 -0.1 -0.216
Cl 1.860 4.608 -7.537 0.1 -0.3 0.0 0.056
Cl 3.873 2.828 -8.626 -0.3 0.0 0.2 0.066
Cl 2.521 2.146 -6.151 0.2 0.5 -0.5 0.036
Cl 1.078 2.053 -8.666 0.2 0.1 0.2 0.053
C -0.791 -2.232 5.216 0.0 -0.2 0.2 -0.213
Cl 0.406 -2.682 3.981 -0.5 0.1 0.1 0.050
Cl -0.022 -2.243 6.815 -0.1 0.0 -0.4 0.075
Cl -1.420 -0.604 4.875 0.1 -0.1 0.0 0.029
Cl -2.129 -3.398 5.194 0.3 0.2 0.0 0.068
C 4.922 -2.278 5.709 0.1 0.0 0.0 -0.217
Cl 5.973 -1.134 4.846 -0.2 -0.2 0.1 0.051
Cl 3.343 -2.358 4.898 0.4 0.0 0.3 0.040
Cl 5.672 -3.888 5.706 -0.1 0.3 0.0 0.060
Cl 4.700 -1.730 7.384 0.0 -0.1 -0.3 0.058
```
Forces are in eV/Å.

## Properties
Energy relative to the best compared isomer or geometry (same formula, charge and spin), kJ/mol: 95.7
Lowest unoccupied orbital energy, eV: -4.168
E_HOMO, eV: -12.661
Charge: +1
Electronic energy, Ha: -16871.26470
Frontier orbital gap, Eh: 0.3121



Below is a structure of composition C5H8O, with properties calculated with wB97M-V/def2-TZVPD.

XYZ file:
```
14
Properties=species:S:1:pos:R:3:forces:R:3:nbo_charge:R:1
C -0.336 -0.295 1.801 -1.7 -1.3 -0.4 -0.570
C 0.266 -0.088 0.453 -0.4 -0.2 -0.1 0.135
C 0.622 1.057 -0.505 0.3 0.1 0.2 -0.399
C 0.082 0.231 -1.715 -0.5 -0.2 0.3 -0.407
C -0.435 -0.808 -0.604 -1.1 -0.6 0.6 0.068
O 0.784 -1.304 -0.086 0.2 -0.4 0.3 -0.495
H -1.352 -1.083 1.426 2.4 2.6 2.3 0.167
H -0.552 0.661 2.326 -0.5 -0.9 -0.3 0.224
H 0.254 -0.954 2.440 0.1 0.3 0.0 0.229
H 0.022 1.957 -0.328 0.1 -0.2 0.1 0.213
H 1.684 1.297 -0.525 0.0 0.2 -0.1 0.209
H -0.669 0.738 -2.324 0.0 0.0 0.3 0.211
H 0.895 -0.121 -2.379 -0.7 -0.3 0.5 0.222
H -1.399 -1.319 0.043 1.9 0.9 -3.6 0.193
```
Forces are in eV/Å.

## Properties
Energy relative to the best compared isomer or geometry (same formula, charge and spin), kJ/mol: 431.7
Lowest unoccupied orbital energy, eV: 1.020
E_HOMO, eV: -9.553
Electronic energy, Ha: -270.39347
Frontier orbital gap, Eh: 0.3886



Below is a cluster of 10 separate species, C35H83NO14P2 in total, with properties calculated with wB97M-V/def2-TZVPD.

XYZ file:
```
135
Properties=species:S:1:pos:R:3:forces:R:3:lowdin_charge:R:1
C 0.170 0.579 3.123 0.4 0.1 0.1 -0.003
C 1.270 0.985 3.783 -0.4 -0.3 -0.3 -0.205
C 2.184 2.100 3.353 0.6 -1.2 -0.1 -0.271
P 2.362 2.299 1.510 0.4 0.4 0.2 0.887
C 4.036 2.832 0.895 0.1 -0.2 -0.3 -0.241
C 4.023 3.353 -0.559 0.6 -0.2 0.4 -0.122
C 4.073 4.844 -0.705 -0.1 0.0 0.2 -0.542
O 3.485 5.438 -1.543 -0.6 0.5 -0.8 0.148
O 4.905 5.510 0.164 0.3 -0.4 0.5 0.067
C 1.717 4.120 1.529 -0.5 0.2 -0.6 -0.309
C 0.911 4.536 0.255 0.5 -0.3 1.4 -0.239
P -0.868 4.241 0.333 -0.8 1.3 -1.6 0.475
O -1.532 5.087 -0.671 0.1 0.1 -0.1 -0.262
O -1.203 2.692 0.074 0.5 0.1 0.5 -0.217
C -0.849 2.207 -1.230 0.1 -0.6 -0.3 -0.280
C -1.882 1.188 -1.688 0.5 0.0 0.3 -0.051
O -1.417 4.585 1.778 0.2 -1.0 0.4 -0.174
C -1.436 3.496 2.744 -0.1 0.1 0.6 -0.258
C -2.734 2.712 2.718 0.4 -0.5 -0.6 -0.069
C 2.833 0.436 1.308 -0.2 -0.2 -0.1 -0.306
C 2.211 -0.278 0.294 0.3 -0.3 0.1 -0.086
C 2.486 -1.634 0.138 0.0 0.7 0.2 -0.037
C 3.385 -2.216 1.012 0.0 -0.5 -0.2 -0.150
N 4.042 -1.567 1.980 -0.4 0.2 -0.2 0.077
C 3.748 -0.271 2.099 -0.1 0.2 -0.1 -0.160
H 0.179 0.399 2.052 -0.4 1.2 -0.3 0.056
H -0.771 0.443 3.643 0.2 -1.4 0.2 0.066
H 1.499 0.498 4.728 -0.6 1.0 0.7 0.103
H 3.167 1.933 3.801 0.2 0.1 -0.2 0.082
H 1.782 2.988 3.838 0.0 0.2 -0.2 0.067
H 1.342 2.029 0.550 0.0 0.0 0.0 0.034
H 4.718 1.989 0.924 -0.1 -0.2 0.2 0.078
H 4.469 3.595 1.536 -0.2 0.1 0.2 0.086
H 4.938 2.998 -1.039 0.1 0.0 0.0 0.134
H 3.213 2.959 -1.163 -0.2 0.1 -0.1 0.114
H 4.374 5.954 0.835 0.0 0.3 -0.1 0.109
H 1.056 4.323 2.370 0.1 -0.1 0.2 0.046
H 2.542 4.828 1.642 0.1 0.0 0.1 0.060
H 1.319 4.131 -0.668 -0.1 -0.1 -0.1 0.072
H 1.001 5.618 0.192 -0.3 0.1 -0.3 0.100
H -0.728 3.008 -1.955 -0.3 0.3 0.2 0.114
H 0.117 1.705 -1.152 0.1 0.1 0.0 0.078
H -1.861 1.110 -2.772 -0.2 0.0 -0.1 0.078
H -1.608 0.212 -1.289 -0.2 -0.1 0.1 0.066
H -2.862 1.471 -1.319 -0.2 0.0 -0.2 0.082
H -1.283 3.899 3.742 0.1 0.6 -0.1 0.113
H -0.574 2.862 2.552 -0.1 -0.2 0.0 0.060
H -2.612 1.837 2.087 -0.1 0.0 -0.1 0.053
H -3.010 2.330 3.696 0.0 0.2 0.2 0.078
H -3.554 3.280 2.286 -0.1 0.2 0.2 0.081
H 1.504 0.194 -0.382 0.0 0.1 0.1 0.084
H 2.000 -2.194 -0.643 0.0 -0.2 0.0 0.083
H 3.569 -3.279 0.907 0.2 0.0 0.1 0.075
H 4.274 0.268 2.882 0.1 -0.1 0.1 0.102
C 4.213 -6.288 1.969 0.1 0.0 0.0 -0.096
C 5.347 -5.960 2.923 -0.2 0.4 0.0 -0.312
O 5.975 -4.724 2.585 0.0 -0.2 -0.1 -0.089
H 4.586 -6.337 0.946 0.0 0.0 0.0 0.059
H 3.743 -7.241 2.221 0.0 0.0 0.0 0.077
H 3.451 -5.505 1.998 0.0 0.0 0.0 0.062
H 6.119 -6.727 2.878 0.1 0.1 0.0 0.110
H 4.979 -5.904 3.953 0.0 -0.1 0.0 0.108
H 5.316 -4.022 2.633 0.0 0.1 0.0 0.057
C 5.558 -3.685 -2.531 -0.1 0.0 0.0 -0.078
C 5.324 -4.379 -1.203 0.0 0.0 -0.3 -0.304
O 3.946 -4.734 -1.039 -0.2 0.0 0.0 -0.121
H 4.943 -2.787 -2.603 0.0 0.0 0.0 0.077
H 6.606 -3.404 -2.645 0.0 0.0 0.0 0.077
H 5.282 -4.337 -3.363 0.1 0.0 0.0 0.072
H 5.580 -3.722 -0.374 -0.1 -0.1 0.1 0.104
H 5.937 -5.282 -1.126 0.1 0.1 0.1 0.113
H 3.714 -5.325 -1.763 0.1 0.0 0.0 0.086
C -6.737 -0.735 2.572 0.0 0.0 0.1 -0.092
C -5.771 0.279 1.988 0.1 -0.3 0.0 -0.311
O -4.481 0.184 2.592 -0.1 0.0 0.0 -0.098
H -6.834 -0.590 3.648 0.0 0.0 0.0 0.075
H -7.723 -0.645 2.114 0.0 0.0 0.0 0.074
H -6.373 -1.752 2.410 0.0 0.0 -0.1 0.072
H -6.125 1.293 2.165 0.1 0.0 0.0 0.113
H -5.672 0.133 0.907 -0.1 0.1 0.0 0.108
H -4.147 -0.704 2.433 0.0 0.0 0.0 0.081
C 3.071 5.370 5.811 0.0 -0.1 -0.1 -0.085
C 1.960 6.237 5.246 -0.1 -0.1 0.3 -0.313
O 0.763 5.491 5.040 0.1 -0.1 -0.2 -0.091
H 3.279 4.535 5.140 0.0 0.0 0.0 0.058
H 3.987 5.945 5.950 0.0 0.0 0.0 0.076
H 2.778 4.948 6.776 0.0 0.1 0.0 0.076
H 2.246 6.641 4.276 -0.1 0.0 0.0 0.108
H 1.751 7.075 5.918 0.1 0.1 -0.1 0.110
H 0.486 5.137 5.891 0.0 0.0 0.0 0.083
C 0.592 -5.999 0.256 0.0 0.0 0.0 -0.076
C 0.130 -5.481 -1.093 0.4 0.1 0.2 -0.305
O 0.584 -4.141 -1.297 -0.1 0.0 -0.2 -0.108
H 0.216 -5.361 1.056 -0.1 0.0 0.0 0.082
H 0.243 -7.019 0.426 0.0 0.0 0.0 0.079
H 1.683 -5.990 0.317 0.0 -0.1 0.0 0.052
H -0.958 -5.467 -1.151 0.0 0.1 -0.1 0.102
H 0.510 -6.115 -1.902 -0.1 -0.1 0.0 0.111
H 1.549 -4.157 -1.257 0.0 0.0 0.1 0.042
C -2.784 -3.334 -3.148 0.1 0.0 0.0 -0.093
C -3.873 -2.887 -2.192 0.3 -0.2 0.3 -0.311
O -4.062 -3.845 -1.144 -0.1 0.0 0.0 -0.087
H -3.035 -4.300 -3.589 -0.1 0.0 0.0 0.081
H -2.647 -2.607 -3.951 0.0 0.0 0.0 0.071
H -1.833 -3.456 -2.619 0.0 0.1 0.0 0.052
H -4.817 -2.787 -2.711 -0.1 -0.1 0.1 0.084
H -3.619 -1.918 -1.746 0.0 0.1 -0.1 0.104
H -3.227 -3.928 -0.672 0.0 0.0 0.0 0.066
C -6.419 -2.520 -6.969 0.1 0.0 0.0 -0.093
C -6.530 -2.722 -5.469 0.0 0.3 -0.1 -0.308
O -5.405 -2.178 -4.781 -0.1 -0.1 -0.2 -0.098
H -5.508 -2.984 -7.347 0.0 0.0 0.0 0.075
H -7.276 -2.953 -7.488 0.0 0.0 0.0 0.074
H -6.369 -1.456 -7.212 -0.1 0.0 0.0 0.072
H -6.561 -3.783 -5.227 0.1 0.0 0.1 0.114
H -7.445 -2.256 -5.088 -0.1 -0.1 0.0 0.110
H -5.371 -1.236 -4.975 0.0 0.0 0.0 0.089
C 0.240 -3.941 -5.873 0.0 0.0 0.0 -0.087
C 1.543 -3.413 -5.305 -0.3 0.0 0.2 -0.324
O 1.303 -2.345 -4.396 0.1 0.0 0.0 -0.090
H -0.302 -3.145 -6.383 0.0 0.0 0.0 0.078
H 0.414 -4.756 -6.578 0.0 0.0 0.0 0.074
H -0.400 -4.308 -5.066 0.0 -0.1 0.0 0.062
H 2.180 -3.023 -6.098 0.0 0.1 0.1 0.111
H 2.089 -4.211 -4.787 0.0 -0.1 -0.1 0.101
H 0.750 -2.695 -3.686 0.0 0.0 0.1 0.058
C -4.653 6.140 -0.927 -0.1 0.0 0.1 -0.094
C -5.781 6.450 0.037 0.3 0.0 0.1 -0.324
O -5.861 5.471 1.075 -0.2 0.0 0.0 -0.094
H -4.794 5.154 -1.373 0.0 0.0 0.0 0.076
H -4.601 6.882 -1.726 0.0 0.0 0.0 0.075
H -3.694 6.121 -0.409 0.0 0.0 -0.1 0.046
H -6.745 6.446 -0.471 -0.1 -0.1 0.1 0.106
H -5.637 7.438 0.488 -0.1 0.1 -0.1 0.105
H -5.017 5.477 1.537 0.0 0.0 0.0 0.067
```
Forces are in eV/Å.

## Properties
Lowest unoccupied orbital energy, eV: 0.325
E_HOMO, eV: -8.597
Electronic energy, Ha: -3174.04931
SMILES string: C=CC[PH](CCC(=O)O)(CCP(=O)(OCC)OCC)c1cccnc1.CCO.CCO.CCO.CCO.CCO.CCO.CCO.CCO.CCO
Frontier orbital gap, Eh: 0.3279